Record 1
This record from OMol25 describes an isolated molecule of C4H4F6O3S2 in a non-equilibrium geometry. The level of theory is ωB97M-V/def2-TZVPD.

CARTESIAN COORDINATES (ANGSTROEM)
C -0.64521 -2.13371 -0.62143
C -0.72167 -0.89869 -1.41172
C 2.78580 0.22679 1.18332
C -2.13652 1.51779 0.65222
O 2.23107 0.21001 -1.45107
O 0.39279 0.71317 0.20366
O -0.95859 1.69021 -1.66717
F 2.29123 -0.96862 1.35688
F 2.39168 0.96911 2.25879
F 4.10986 0.19794 1.19062
F -3.25006 1.85982 0.07074
F -2.41515 0.68014 1.61099
F -1.53916 2.61706 1.26519
S 1.94158 1.08323 -0.37743
S -0.95978 0.63763 -0.69332
H -0.12855 -2.87399 -1.34118
H -0.02513 -2.02668 0.15447
H -1.67492 -2.62028 -0.25650
H -1.68929 -0.88096 -2.12706

Summary:
- ΔE to the lowest compared entry with this formula, charge and spin: 23.7 kcal/mol
- Gap between HOMO and LUMO: 0.330 Eh



Record 2
This record from OMol25 describes a structure of composition C12H10Cl2N2OPtSe in a non-equilibrium geometry. The level of theory is ωB97M-V/def2-TZVPD.

CARTESIAN COORDINATES (ANGSTROEM)
Pt -1.27124 2.02389 0.07016
O -2.62727 0.95485 2.77582
C -1.61058 0.01992 2.47879
C -1.83007 -0.68256 1.15486
C -2.01282 -2.05695 1.08968
C -2.18576 -2.69875 -0.11521
C -2.19987 -1.90888 -1.24514
C -2.02319 -0.54604 -1.13383
N -1.82080 0.07833 0.03511
H -2.52169 1.69235 2.13300
H -1.64528 -0.73143 3.27484
H -0.62156 0.48942 2.46265
H -2.01314 -2.60859 2.02177
H -2.31980 -3.77151 -0.17069
H -2.33713 -2.33056 -2.23318
H -2.03503 0.10623 -1.99389
Se -2.31626 4.10089 -0.09271
Cl 2.87855 0.64674 2.19565
C 2.83625 0.67243 0.44225
C 4.00513 0.40950 -0.21141
C 4.05772 0.38159 -1.61230
C 2.86037 0.60093 -2.29221
C 1.68370 0.86209 -1.63512
Cl 0.26680 1.02976 -2.65966
C 1.54183 0.99027 -0.17860
N 0.55380 1.31564 0.57586
H 4.89257 0.21067 0.38002
H 4.98349 0.19222 -2.14078
H 2.83130 0.55754 -3.37573

Summary:
- Charge: -2
- Gap between HOMO and LUMO: 0.164 Eh



Number 1: LUMO -0.26 eV, HOMO level -9.22 eV, molar mass 278.2 Da. Number 2: LUMO 4.87 eV, HOMO level 0.40 eV, molar mass 543.2 Da.